Entry from the OMol25 dataset: a molecular structure, C2H10NOSi (ωB97M-V/def2-TZVPD).

Cartesian coordinates (Å):
Si1 0.6400 0.5322 1.2255
O1 0.9459 -0.5593 0.0649
N1 -1.4698 0.6157 -1.0894
C1 1.7459 -1.6509 -0.0312
C2 -1.5692 0.7289 0.4245
H1 1.1599 1.8806 0.7045
H2 -1.2273 1.5040 -1.5207
H3 2.0589 -1.8423 -1.0220
H4 -2.2859 0.3287 -1.6334
H5 -2.1311 -0.1081 0.8526
H6 -0.7290 -0.1305 -1.4356
H7 1.3056 -2.7314 0.2211
H8 -1.9669 1.8030 0.7204
H9 0.6282 0.0352 2.5088
H10 2.6557 -1.6480 0.5826

Atomic forces in eV per Å
-3.0 1.9 -4.3
-0.9 0.8 0.0
1.4 -1.8 -1.0
1.2 -4.7 1.2
1.9 1.9 1.6
-0.1 -0.9 1.0
0.4 0.2 0.2
0.4 0.4 -1.3
-0.6 0.0 0.7
-0.1 0.4 -0.4
-1.2 1.8 1.3
0.0 2.5 0.0
0.5 -2.5 -0.9
0.2 -0.4 2.0
-0.2 0.5 0.0

Values from the calculation:
Max |F|, eV Å⁻¹: 5.55
HOMO-LUMO gap, Eh: 0.38243
DFT total energy, a.u.: -501.383231
ΔE to the lowest compared entry with this formula, charge and spin, kcal/mol: 45.65
Total charge: +1
Spin multiplicity: 1

Löwdin atomic charge list, values in e, 4 entries: 0.787, -0.384, 0.068, -0.190